Computed, not measured: a molecular structure, BrHNO2S at a distorted geometry, with ωB97M-V/def2-TZVPD.

Each line ends with the Mulliken charge.
Positions of all 6 atoms, in Å:
Br: 1.729 1.120 -0.704  -0.12
S: -0.149 -1.040 -0.118  0.45
O: -0.819 -0.974 -1.410  -0.53
O: -1.001 -1.224 1.082  -0.58
N: 0.081 0.832 -0.116  -0.45
H: 0.158 1.288 1.266  0.23

Output
E_LUMO	3.49	eV
highest occupied orbital energy	-4.0	eV
charge	-1
relative energy (zero: lowest compared OMol25 entry of this formula, charge and spin)	176.6	kJ/mol



Computed, not measured: 2 unconnected molecules or ions with the total composition C3H8NO2P at a distorted geometry, with ωB97M-V/def2-TZVPD.

Each line ends with the Mulliken charge.
Positions of all 15 atoms, in Å:
P: -0.969 0.908 -0.022  0.84
O: -2.009 1.801 -0.408  -0.55
O: -1.159 0.494 1.543  -0.49
N: -2.824 -0.914 -0.317  -0.68
C: 1.800 0.604 0.179  0.17
C: 0.708 1.320 -0.376  -0.30
C: 3.110 0.658 -0.054  -0.84
H: -3.133 -0.317 0.445  0.26
H: -3.101 -1.874 -0.225  0.20
H: 3.854 0.047 0.518  0.24
H: 3.471 1.188 -0.933  0.25
H: 1.382 -0.106 1.042  -0.01
H: -0.418 0.374 2.055  0.32
H: 0.892 1.732 -1.340  0.33
H: -3.113 -0.532 -1.221  0.25

Output
E_LUMO (spin up / spin down)	-0.54 / -0.54	eV
highest occupied orbital energy (spin up / spin down)	-7.9 / -7.9	eV
relative energy (zero: lowest compared OMol25 entry of this formula, charge and spin)	181.7	kJ/mol



Computed, not measured: a molecular structure, C28H40AsF6GdN4S7 at a distorted geometry, with ωB97M-V/def2-TZVPD.

Each line ends with the Mulliken charge.
Positions of all 87 atoms, in Å:
Gd: -0.639 -0.455 0.023  0.92
As: -3.208 -1.528 1.544  2.12
S: 1.051 -1.351 2.652  -0.20
S: -0.225 3.102 -0.445  0.24
S: 1.924 0.563 0.113  -0.11
S: 0.164 2.255 2.471  0.39
S: -2.209 1.712 -2.280  0.41
S: -1.814 -1.990 -2.062  -0.41
S: -2.985 2.236 1.160  0.33
F: -4.502 -0.566 2.076  -0.44
F: -4.169 -2.630 0.684  -0.44
F: -1.999 -0.420 2.221  -0.57
F: -1.730 -2.373 0.968  -0.34
F: -3.166 -2.471 2.988  -0.59
F: -3.015 -0.522 0.080  -0.45
N: 1.194 -1.967 5.270  0.25
N: -0.819 -2.162 4.525  0.30
N: 1.262 -2.384 -0.602  1.65
N: 0.646 -0.295 -2.905  1.98
C: 5.099 -1.634 1.085  -0.86
C: 0.402 -2.372 6.328  -0.33
C: -0.857 -2.497 5.862  -0.51
C: -1.569 3.349 -2.794  -1.45
C: 0.681 -3.656 -0.113  -1.31
C: 2.564 -2.124 -0.004  -0.48
C: 1.784 -1.235 -2.783  -1.29
C: 2.618 -1.698 5.322  -0.79
C: 1.187 1.039 -3.190  -1.42
C: -2.309 3.626 2.098  -0.77
C: -0.862 -0.802 -6.295  -0.94
C: -0.319 3.879 -2.068  -1.04
C: -2.231 -1.925 -4.693  -0.90
C: 4.229 -0.593 0.864  -0.83
C: -1.979 -1.575 -6.000  -0.73
C: -0.251 -0.721 -3.953  -1.27
C: -3.658 3.112 -0.268  -0.80
C: 0.436 -1.836 4.156  -0.65
C: 3.457 -3.165 0.225  -0.79
C: 2.953 -0.812 0.317  0.94
C: -3.767 2.210 -1.490  -1.20
C: 4.710 -2.931 0.764  -0.92
C: -1.381 -1.504 -3.651  1.58
C: -0.011 -0.388 -5.282  -0.52
C: 0.832 4.230 0.488  -0.90
C: -1.273 3.154 3.111  -1.03
C: 1.447 -2.525 -2.075  -1.36
C: 1.231 3.570 1.816  -1.01
H: 1.363 4.326 2.590  0.58
H: -3.094 -2.524 -4.440  0.51
H: 2.184 3.055 1.692  0.24
H: 4.507 0.420 1.119  0.53
H: 0.856 0.200 -5.543  0.41
H: 2.256 -3.246 -2.252  0.40
H: 3.182 -4.180 -0.019  0.41
H: 6.076 -1.445 1.508  0.45
H: -1.381 3.290 -3.865  0.63
H: -1.763 -2.798 6.351  0.46
H: 1.238 -4.523 -0.476  0.57
H: -3.119 4.125 2.633  0.56
H: -1.733 2.463 3.821  0.42
H: 2.966 -1.899 6.331  0.32
H: -2.398 4.040 -2.655  0.55
H: 2.167 -1.479 -3.784  0.42
H: -0.646 -0.527 -7.318  0.43
H: 5.383 -3.759 0.929  0.46
H: 3.141 -2.338 4.612  0.31
H: -2.646 -1.899 -6.786  0.40
H: 2.584 -0.715 -2.255  0.70
H: 2.809 -0.658 5.061  0.29
H: -1.600 -2.190 3.885  0.14
H: -4.365 2.709 -2.256  0.60
H: 0.585 3.679 -2.644  0.40
H: -3.012 3.966 -0.481  0.27
H: 0.668 -3.649 0.975  0.25
H: 1.620 1.449 -2.277  0.12
H: 0.535 -2.959 -2.484  0.77
H: -0.337 -3.737 -0.493  0.31
H: -0.911 4.008 3.687  0.54
H: -1.870 4.337 1.397  0.19
H: 1.728 4.484 -0.078  0.51
H: 0.385 1.685 -3.533  0.47
H: -0.403 4.960 -1.947  0.64
H: 1.967 1.019 -3.960  0.40
H: 0.808 -2.537 7.307  0.42
H: -4.653 3.491 -0.030  0.64
H: 0.274 5.151 0.667  0.47
H: -4.275 1.275 -1.247  0.35

Output
E_LUMO (spin up / spin down)	-2.14 / -5.55	eV
highest occupied orbital energy (spin up / spin down)	-9.4 / -9.3	eV
charge	+1
2S+1	7



Computed, not measured: a molecular structure, C9H4Cl2N2O3SmTi at a distorted geometry, with ωB97M-V/def2-TZVPD.

Each line ends with the Mulliken charge.
Positions of all 22 atoms, in Å:
Sm: -0.730 -0.604 -0.369  1.70
Ti: 0.165 -0.609 -5.901  1.06
Cl: 1.411 -1.686 -0.494  -0.27
Cl: -1.274 -0.531 -4.181  -0.05
O: -1.035 -2.932 2.283  0.01
O: -0.004 -3.461 -7.143  0.12
O: -1.360 0.275 -8.442  0.10
N: 0.029 0.326 1.613  -0.26
N: 2.268 -0.058 5.877  -0.23
C: -0.546 1.570 1.491  -0.01
C: -0.842 -0.055 -7.424  0.40
C: 0.569 -0.145 2.767  0.12
C: 1.656 0.300 4.947  -0.33
C: 0.905 0.758 3.770  0.23
C: -0.252 2.470 2.518  -0.70
C: 0.058 -2.364 -6.722  0.40
C: 0.461 2.109 3.661  -0.13
C: -1.027 -2.113 1.467  0.14
H: -0.665 3.455 2.372  0.44
H: 0.716 -1.245 2.843  0.48
H: 0.716 2.794 4.471  0.56
H: -1.219 1.745 0.595  0.22

Output
E_LUMO (spin up / spin down)	-18.60 / -18.33	eV
highest occupied orbital energy (spin up / spin down)	-20.6 / -20.6	eV
charge	+4
2S+1	7
relative energy (zero: lowest compared OMol25 entry of this formula, charge and spin)	0.0	kJ/mol



Computed, not measured: 9 unconnected molecules or ions with the total composition C36H99N9O9 at a distorted geometry, with ωB97M-V/def2-TZVPD.

Each line ends with the Mulliken charge.
Positions of all 153 atoms, in Å:
O: -12.904 0.013 -4.668  -0.52
O: -20.238 4.460 -5.198  -0.25
O: -15.542 -4.729 -2.734  0.34
O: -18.101 -4.447 -8.207  -0.35
O: -16.601 4.473 1.365  -0.37
O: -18.820 -6.711 1.310  -0.27
O: -17.510 -1.013 2.878  -0.29
O: -16.371 -0.023 -2.834  1.01
O: -11.934 3.613 -0.830  -0.45
N: -18.290 -4.633 -3.167  -0.49
N: -18.776 -2.701 -6.083  -0.64
N: -12.644 2.481 -3.389  -0.67
N: -18.875 1.933 -7.464  -0.68
N: -16.304 -1.824 0.409  -0.44
N: -17.396 -4.590 -0.048  -0.46
N: -10.631 6.998 -1.305  -0.69
N: -15.899 7.158 1.037  -0.82
N: -14.729 -0.447 5.184  -0.72
C: -13.091 -1.151 -3.901  0.00
C: -15.513 -1.195 4.171  0.72
C: -16.601 -0.746 -0.539  1.26
C: -14.130 -4.634 -2.792  -1.04
C: -13.992 0.934 -4.678  -0.09
C: -17.667 3.717 -6.238  -1.40
C: -17.542 -5.903 -3.258  1.20
C: -10.767 5.540 -1.547  0.56
C: -18.721 -0.386 2.562  -0.76
C: -15.890 -2.581 4.646  -1.30
C: -16.389 -2.405 -5.605  0.24
C: -15.410 -5.225 1.191  -1.17
C: -15.002 2.881 -3.414  -0.97
C: -12.797 2.949 0.059  -0.68
C: -14.857 6.152 1.320  1.66
C: -17.138 -4.176 -7.215  -0.28
C: -13.673 6.689 2.090  -1.60
C: -13.953 1.792 -3.434  1.99
C: -15.806 0.483 -0.128  -0.98
C: -16.093 -5.660 -3.631  -0.86
C: -20.176 3.654 -6.354  -1.01
C: -16.326 -1.147 -1.983  -0.53
C: -9.446 4.845 -1.315  -1.63
C: -16.766 -5.698 0.712  1.22
C: -17.686 -6.080 1.851  -1.07
C: -21.366 5.294 -5.185  -0.78
C: -17.136 3.330 1.977  -0.77
C: -16.752 -0.379 3.879  -0.66
C: -11.888 5.020 -0.674  -0.54
C: -17.418 -2.804 -6.651  0.61
C: -17.995 -5.733 -8.727  -0.73
C: -18.273 -6.808 -4.227  -1.47
C: -15.522 5.021 2.087  -1.08
C: -17.687 0.356 -3.150  -0.77
C: -19.679 -7.201 2.315  -0.79
C: -18.899 2.847 -6.307  1.20
H: -16.079 -3.230 -4.951  -0.40
H: -17.923 2.964 1.311  0.35
H: -18.594 0.661 2.256  0.10
H: -14.195 -1.084 5.761  0.26
H: -12.777 1.886 -0.171  0.30
H: -11.714 5.302 0.374  0.29
H: -21.352 6.056 -5.977  0.31
H: -18.871 -1.727 -5.815  0.14
H: -20.566 -7.629 1.846  0.24
H: -16.926 -2.638 0.343  0.07
H: -19.346 -6.702 -4.073  0.44
H: -13.769 -4.522 -3.819  0.32
H: -17.677 4.319 -5.326  0.36
H: -22.294 4.723 -5.309  0.31
H: -17.611 4.405 -7.088  0.34
H: -18.052 -6.566 -5.269  0.02
H: -13.687 -5.544 -2.373  0.29
H: -15.340 -1.615 -2.006  -0.26
H: -14.978 -3.085 5.000  0.45
H: -20.167 4.298 -7.247  0.38
H: -16.713 3.184 -6.242  0.35
H: -15.492 -1.994 -6.065  0.70
H: -18.032 -7.860 -4.060  0.45
H: -12.176 -1.734 -3.814  0.40
H: -21.371 5.819 -4.232  0.24
H: -16.410 2.510 1.988  0.17
H: -19.346 2.359 -8.260  0.26
H: -9.072 5.007 -0.304  0.37
H: -16.995 -5.946 -9.142  0.30
H: -18.459 -4.318 -4.128  0.27
H: -12.442 3.034 1.096  0.51
H: -17.045 -1.921 -2.288  -0.03
H: -17.761 1.297 -3.699  -0.10
H: -14.067 0.120 4.670  0.27
H: -15.961 5.482 2.989  0.51
H: -13.894 -3.765 -2.182  0.26
H: -16.472 -1.499 1.360  0.17
H: -14.816 3.540 -2.560  -0.09
H: -16.952 -4.512 -0.960  -0.34
H: -16.164 1.380 -0.642  0.24
H: -11.229 7.484 -1.969  0.26
H: -15.512 -4.280 1.728  0.02
H: -17.366 -0.309 4.794  0.53
H: -17.139 -4.931 -6.423  -0.34
H: -16.817 -1.723 -4.869  -0.89
H: -13.815 1.525 -5.579  0.43
H: -14.092 1.206 -2.518  -0.75
H: -16.257 -3.219 3.847  0.05
H: -17.341 -2.143 -7.528  0.37
H: -17.587 3.535 2.952  0.38
H: -17.672 -0.532 -0.380  0.07
H: -17.949 1.764 -7.839  0.24
H: -14.514 5.713 0.371  -0.43
H: -17.981 -5.141 2.350  0.21
H: -18.729 -5.909 -9.509  0.28
H: -18.932 2.177 -5.442  -0.25
H: -18.126 -6.534 -7.980  0.23
H: -14.870 -5.964 1.785  0.54
H: -16.147 -4.127 -7.691  0.37
H: -16.526 -2.520 5.529  0.39
H: -14.789 -4.988 0.322  0.08
H: -16.003 0.679 0.928  0.09
H: -12.952 5.928 2.380  0.32
H: -15.641 7.667 0.200  0.29
H: -14.763 4.286 2.383  0.32
H: -19.446 -2.855 -6.829  0.30
H: -18.322 -4.931 -0.308  0.37
H: -17.636 -3.891 -2.913  -0.25
H: -17.145 -6.685 2.590  0.49
H: -14.055 7.174 2.993  0.41
H: -16.535 0.670 3.627  0.02
H: -18.108 -0.394 -3.833  0.00
H: -16.002 2.454 -3.334  -0.12
H: -9.702 7.250 -1.633  0.28
H: -14.737 0.383 -0.314  -0.09
H: -11.108 5.321 -2.569  0.28
H: -13.883 -1.782 -4.325  -0.16
H: -12.880 5.402 -0.948  0.23
H: -19.393 -0.387 3.430  0.38
H: -16.739 6.639 0.801  0.30
H: -16.718 -6.554 0.026  0.19
H: -14.965 0.450 -4.816  -0.27
H: -15.565 -6.627 -3.581  0.54
H: -8.734 5.106 -2.100  0.46
H: -11.921 1.772 -3.404  0.31
H: -13.804 3.376 -0.016  0.09
H: -14.907 -1.234 3.259  0.27
H: -16.022 -5.302 -4.666  0.16
H: -12.587 3.025 -2.531  0.22
H: -17.529 -6.358 -2.261  -0.05
H: -18.340 0.484 -2.282  0.32
H: -20.051 -6.367 2.924  0.31
H: -9.561 3.765 -1.428  0.35
H: -13.173 7.463 1.506  0.37
H: -19.172 -0.951 1.749  0.24
H: -19.177 -7.965 2.913  0.30
H: -13.400 -0.877 -2.883  0.03
H: -15.000 3.541 -4.285  0.30
H: -21.033 2.969 -6.409  0.43

Output
E_LUMO	0.65	eV
SMILES	COC[C@H](C)N.COC[C@H](C)N.COC[C@H](C)N.COC[C@H](C)N.COC[C@H](C)N.COC[C@H](C)N.COC[C@H](C)N.COC[C@H](C)N.COC[C@H](C)N
highest occupied orbital energy	-8.3	eV
relative energy (zero: lowest compared OMol25 entry of this formula, charge and spin)	54.8	kJ/mol



Computed, not measured: 2 unconnected molecules or ions with the total composition C5H15NO at a distorted geometry, with ωB97M-V/def2-TZVPD.

Each line ends with the Mulliken charge.
Positions of all 22 atoms, in Å:
O: -5.199 -3.193 0.558  -0.64
N: -1.403 1.762 0.545  -0.55
C: 0.809 0.717 0.211  0.66
C: 0.277 -0.659 0.701  -1.53
C: -0.322 1.482 -0.422  -0.80
C: 3.164 -0.272 -0.388  -1.21
C: 1.939 0.509 -0.819  -0.71
H: -2.042 2.451 0.163  0.24
H: 0.364 -1.425 -0.078  0.32
H: -0.747 -0.596 1.054  0.44
H: -5.790 -2.493 0.268  0.32
H: 0.833 -1.123 1.522  0.37
H: 1.145 1.182 1.145  0.27
H: -0.793 0.793 -1.133  0.26
H: -1.060 2.182 1.408  0.20
H: 0.031 2.402 -0.892  0.38
H: 3.825 0.214 0.328  0.32
H: 1.469 0.086 -1.704  0.36
H: 2.194 1.546 -1.071  0.30
H: 3.758 -0.378 -1.305  0.36
H: 2.937 -1.276 -0.036  0.32
H: -5.389 -3.912 -0.058  0.32

Output
E_LUMO	1.05	eV
SMILES	CC[C@H](C)CN.O
highest occupied orbital energy	-9.2	eV
relative energy (zero: lowest compared OMol25 entry of this formula, charge and spin)	71.0	kJ/mol



Computed, not measured: a single C9H9NO5 molecule at a distorted geometry, with ωB97M-V/def2-TZVPD.

Each line ends with the Mulliken charge.
Positions of all 24 atoms, in Å:
O: 1.055 1.414 -0.733  -0.79
O: -1.009 -2.672 0.277  -0.19
O: 3.025 -0.622 -1.400  -0.51
O: -1.745 -2.150 -0.819  -0.30
O: 0.192 1.155 1.391  -0.40
N: 0.978 0.742 0.347  0.75
C: -2.199 1.484 -0.990  -0.18
C: -0.917 -1.731 1.174  -0.80
C: 1.558 -0.416 0.585  -0.29
C: -1.182 0.890 1.194  0.25
C: -1.744 1.816 0.174  -1.11
C: -2.370 0.098 -1.349  -0.43
C: 2.383 -1.306 -0.380  -0.39
C: -1.479 -0.548 0.855  0.31
C: -1.916 -0.840 -0.556  0.61
H: -1.524 1.129 2.271  0.30
H: 1.567 -0.822 1.572  0.52
H: 2.451 0.116 -1.535  0.40
H: -2.520 2.179 -1.674  0.55
H: -2.923 -0.133 -2.300  0.33
H: 3.124 -2.062 0.160  0.28
H: -1.801 2.800 0.476  0.48
H: 1.584 -2.095 -0.735  0.14
H: -0.365 -2.040 2.138  0.47

Output
E_LUMO (spin up / spin down)	0.55 / -2.17	eV
highest occupied orbital energy (spin up / spin down)	-5.3 / -8.8	eV
2S+1	3